A 8-piece molecular cluster, C24H56FN7O10S overall in a non-equilibrium geometry. Source: OMol25; level of theory: the ωB97M-V functional and the def2-TZVPD basis.

highest occupied orbital energy = -8.4 eV
M = 653.816 g mol⁻¹
HOMO-LUMO gap = 8.8 eV
energy relative to the best compared isomer or geometry (same formula, charge and spin) = 0.000 eV

Geometry (Å):
C (-1.57922, 4.27751, 3.25469)
C (-1.25629, 5.01910, 1.98878)
F (-1.84789, 4.41805, 0.88645)
C (0.20557, 5.23394, 1.74316)
O (0.88691, 3.95696, 1.71514)
S (2.53342, 4.06469, 1.65587)
O (2.95971, 4.22781, 3.01924)
O (2.86313, 5.51464, 0.99174)
H (-2.65839, 4.26169, 3.36365)
H (-1.23792, 3.25145, 3.23314)
H (-1.18874, 4.79813, 4.12053)
H (-1.70257, 6.01391, 2.04503)
H (0.30792, 5.73935, 0.78968)
H (0.62833, 5.81463, 2.55857)
H (3.06696, 6.12357, 1.72769)
C (-2.66030, 1.36616, 1.48780)
O (-3.02961, 1.33014, 2.65151)
N (-2.00440, 0.38516, 0.85325)
C (-1.59895, 0.51220, -0.53436)
C (-1.67339, -0.84641, 1.55590)
H (-2.83731, 2.24468, 0.84712)
H (-2.05710, -0.27877, -1.13138)
H (-0.51368, 0.42577, -0.61345)
H (-1.90680, 1.47944, -0.92891)
H (-2.58679, -1.32382, 1.91131)
H (-1.04546, -0.61414, 2.41863)
H (-1.14406, -1.51562, 0.88129)
C (4.10131, 3.95361, -1.63344)
O (3.74905, 2.78575, -1.54554)
N (5.14340, 4.38732, -2.35628)
C (5.48974, 5.79665, -2.41196)
C (5.93428, 3.42019, -3.09707)
H (3.57362, 4.76598, -1.11816)
H (5.43450, 6.14904, -3.44453)
H (6.50720, 5.94117, -2.03871)
H (4.79000, 6.37565, -1.80492)
H (5.30226, 2.89112, -3.81215)
H (6.36051, 2.68547, -2.41269)
H (6.73451, 3.93009, -3.62702)
C (2.15320, 7.94277, -2.52703)
O (3.16195, 7.53559, -1.97498)
N (1.34566, 7.19521, -3.29510)
C (0.16038, 7.74254, -3.92715)
C (1.67051, 5.79101, -3.49798)
H (1.81617, 8.98874, -2.43515)
H (-0.72576, 7.20825, -3.57987)
H (0.23585, 7.63842, -5.01104)
H (0.05536, 8.79681, -3.68091)
H (1.69432, 5.27313, -2.53926)
H (2.65446, 5.69979, -3.96026)
H (0.92442, 5.32960, -4.13892)
C (-4.74205, -2.38535, 0.41906)
O (-4.03976, -3.30039, 0.80460)
N (-5.44238, -2.38300, -0.73084)
C (-6.26100, -1.25608, -1.13038)
C (-5.36873, -3.54928, -1.59353)
H (-4.86332, -1.45438, 1.00040)
H (-7.30116, -1.57080, -1.23943)
H (-5.90831, -0.85932, -2.08475)
H (-6.20775, -0.46938, -0.38079)
H (-5.71892, -4.43118, -1.05563)
H (-4.33521, -3.72206, -1.89577)
H (-5.98402, -3.39353, -2.47598)
C (1.46748, -1.55501, -2.57114)
O (0.52395, -1.40441, -3.32679)
N (2.28692, -0.56915, -2.16223)
C (3.39013, -0.81193, -1.25633)
C (2.05274, 0.78293, -2.64496)
H (1.72774, -2.53905, -2.14698)
H (3.26274, -0.21997, -0.34790)
H (4.33205, -0.53098, -1.73270)
H (3.42909, -1.86580, -0.98765)
H (1.05290, 1.11038, -2.35561)
H (2.11445, 0.80090, -3.73438)
H (2.78969, 1.46311, -2.22745)
C (-0.03211, -4.12375, 0.59315)
O (0.12216, -2.93903, 0.34780)
N (0.33275, -4.71951, 1.73821)
C (0.11750, -6.13402, 1.97542)
C (0.96177, -3.91726, 2.77431)
H (-0.50056, -4.81564, -0.12605)
H (-0.51846, -6.26615, 2.85133)
H (1.07427, -6.62627, 2.15666)
H (-0.36086, -6.59444, 1.11288)
H (0.29068, -3.11407, 3.07968)
H (1.87885, -3.46853, 2.39038)
H (1.19380, -4.54276, 3.63218)
C (-1.15883, -8.98974, 3.35289)
O (-0.26288, -8.74535, 4.13782)
N (-1.92308, -10.09693, 3.37547)
C (-2.97815, -10.32570, 2.40823)
C (-1.67687, -11.09110, 4.40662)
H (-1.42666, -8.29971, 2.53491)
H (-3.93791, -10.42162, 2.91968)
H (-2.77983, -11.24336, 1.85068)
H (-3.03403, -9.49404, 1.70921)
H (-1.80453, -10.64256, 5.39214)
H (-0.65340, -11.45922, 4.33014)
H (-2.37086, -11.91961, 4.29153)